Arrangement one

# C5H13N2O

A cluster of 3 separate species, C5H13N2O in total (the ωB97M-V functional and the def2-TZVPD basis, the Open Molecules 2025 dataset).

```
21
Properties=species:S:1:pos:R:3:lowdin_charge:R:1
C 0.3320 2.1107 1.0111 -0.1038
N -0.5208 1.5961 -1.4581 0.1302
C -1.3571 0.4739 -1.3917 -0.2443
C -0.9414 -1.0134 -1.8347 -0.4312
O -1.7675 -1.9584 -1.5736 -0.0578
C 0.7330 1.3097 2.0021 -0.0705
N 0.9505 -1.5039 2.1170 0.0271
C 0.7193 -1.5886 0.6879 -0.2429
H 0.9437 2.0202 0.1243 0.0243
H -0.6882 2.3282 0.7235 0.0407
H 0.1305 1.4152 -2.2540 0.0867
H -2.3247 0.7847 -1.8060 0.1769
H -1.5208 0.5381 -0.2987 0.1036
H -0.6070 -0.9475 -2.9014 0.1166
H 0.0348 -1.1403 -1.2129 0.0868
H 1.5274 0.5831 1.6161 0.0465
H 0.4710 1.3201 3.0483 0.0525
H 1.9269 -1.6658 2.3432 0.0313
H 0.6930 -2.6280 0.3139 0.1048
H 1.4975 -0.9584 0.2027 0.0818
H -0.2322 -1.0758 0.5409 0.0407
```

Properties
Total charge: 0
⟨S²⟩: 0.769
HOMO level (spin up / spin down), eV: -8.699 / -8.796
HOMO-LUMO gap (spin up / spin down), eV: 5.237 / 5.361
Multiplicity: 2

---

Arrangement two

# C5H13N2O

The molecule C5H13N2O (the ωB97M-V functional and the def2-TZVPD basis, the Open Molecules 2025 dataset).

```
21
Properties=species:S:1:pos:R:3:lowdin_charge:R:1
C -0.7210 2.1649 0.2191 -0.2611
O -1.9685 2.7504 -0.1496 -0.0776
C -0.6710 0.7149 -0.2805 -0.1803
C 0.6491 0.3025 -0.9515 -0.1845
C 1.6033 -0.5207 -0.0582 -0.2243
N -0.5358 -2.5309 -0.2374 0.0459
C 0.0342 -2.1829 0.9911 -0.2609
N 1.0732 -1.2525 1.0732 -0.0766
H -0.6253 2.2019 1.3105 0.1093
H 0.1187 2.7483 -0.1835 0.1101
H -1.8582 3.6902 -0.3273 0.0805
H -1.5151 0.5728 -0.9531 0.1106
H -0.9185 0.0594 0.5627 0.0905
H 0.4022 -0.2977 -1.8267 0.0880
H 1.1992 1.1696 -1.3083 0.0988
H 2.1963 -1.2307 -0.6320 0.1077
H 2.3707 0.1363 0.3592 0.1122
H -0.1660 -2.1029 -1.0662 0.0536
H -1.3846 -3.0490 -0.3518 0.0751
H -0.3601 -2.6169 1.8849 0.0778
H 1.0772 -0.7270 1.9251 0.1050
```

Properties
Total charge: 0
⟨S²⟩: 0.753
HOMO level (spin up / spin down), eV: -4.712 / -8.910
HOMO-LUMO gap (spin up / spin down), eV: 5.664 / 9.829
Multiplicity: 2

---

Arrangement three

# C5H13N2O

A structure of composition C5H13N2O (the ωB97M-V functional and the def2-TZVPD basis, the Open Molecules 2025 dataset).

```
21
Properties=species:S:1:pos:R:3:lowdin_charge:R:1
O -2.3499 0.3153 0.0133 0.0491
C -1.2230 0.8417 -0.2896 -0.4181
N -0.2318 1.3981 -0.9456 0.2246
C -2.7951 2.9474 -2.1522 -0.0202
C 1.2629 -1.2226 0.4801 -0.3423
N 2.5041 -1.7272 1.0599 0.0102
C 3.0471 -0.7661 1.9478 -0.1783
C 0.1097 -2.1880 0.0807 -0.0743
H -2.7074 3.1537 -3.1810 0.0052
H -2.8522 3.8188 -1.5455 0.0200
H -3.6044 2.2450 -2.0821 0.0233
H -1.8732 2.4265 -1.8431 -0.0199
H 1.5385 -0.6663 -0.4352 0.1120
H -0.0863 0.4829 -0.0553 0.0862
H 0.8024 -0.4407 1.1478 0.0938
H 2.3279 -0.4060 2.6672 0.0735
H 3.8259 -1.1842 2.5853 0.0728
H 3.5035 0.0619 1.4414 0.0839
H -0.7778 -1.7182 -0.2611 0.0317
H -0.1036 -2.7549 0.9693 0.0652
H 0.4905 -2.9113 -0.7156 0.1015
```

Properties
Total charge: 0
⟨S²⟩: 0.754
HOMO level (spin up / spin down), eV: -9.754 / -10.071
HOMO-LUMO gap (spin up / spin down), eV: 9.387 / 9.552
Multiplicity: 2

---

Ordering by calculated energy gives the sequence arrangement two, arrangement three, arrangement one, with the first entry being the most stable.

---

Arrangement one

# C5H8N2O2

A structure of composition C5H8N2O2 (the ωB97M-V functional and the def2-TZVPD basis, the Open Molecules 2025 dataset).

```
17
Properties=species:S:1:pos:R:3:lowdin_charge:R:1
C -0.4723 -1.5276 -0.7652 0.0083
C 1.1304 -0.3864 1.0001 -0.4909
C 0.0815 -0.1066 -0.5923 -0.5311
C -1.0482 0.8196 0.0463 -0.3351
N 2.2711 0.2976 0.7665 0.1672
N -2.0624 1.2603 -0.7411 0.1419
C -0.5226 0.9002 1.2080 0.2216
O 1.0032 -1.2988 1.7903 0.0412
O 0.7426 0.4760 -1.4848 -0.0227
H 2.3189 0.8358 -0.0899 0.0966
H 3.1255 -0.0369 1.1863 0.1158
H -2.5693 2.0706 -0.4163 0.1054
H -1.8131 1.2973 -1.7226 0.1105
H -0.4125 0.9800 2.2673 0.0957
H 0.3621 -2.1779 -1.0254 0.0957
H -1.2009 -1.5127 -1.5769 0.0900
H -0.9339 -1.8904 0.1496 0.0899
```

Properties
Total charge: 0
HOMO level (spin up / spin down), eV: -8.333 / -8.333
HOMO-LUMO gap (spin up / spin down), eV: 7.703 / 7.704

---

Arrangement two

# C5H8N2O2

The molecule C5H8N2O2 (the ωB97M-V functional and the def2-TZVPD basis, the Open Molecules 2025 dataset).

```
17
Properties=species:S:1:pos:R:3:lowdin_charge:R:1
C -1.8600 -0.7138 -0.9175 0.1184
C -1.0587 -0.7662 0.1878 -0.3931
O -1.2740 -1.7316 1.1523 0.0513
N 0.3818 -0.4305 0.1013 -0.1766
N 1.4270 -1.2188 -0.3946 0.0895
C 0.4656 0.9565 0.1796 -0.2638
C 1.7653 1.6442 0.4341 -0.0323
C -0.7904 1.3411 0.5420 -0.1891
O -1.6431 2.1606 0.6484 0.1111
H -1.6270 -0.0189 -1.7142 0.0808
H -2.8341 -1.1860 -0.9327 0.0725
H -2.0109 -2.3012 0.8897 0.1070
H 1.1324 -2.1888 -0.2910 0.0955
H 1.6139 -0.9987 -1.3717 0.0822
H 2.4097 1.5681 -0.4463 0.0769
H 2.3123 1.1871 1.2653 0.0844
H 1.5902 2.6969 0.6673 0.0850
```

Properties
Total charge: 0
HOMO level (spin up / spin down), eV: -6.671 / -6.672
SMILES: C=C(O)N(N)C(C)=C=O
HOMO-LUMO gap (spin up / spin down), eV: 6.378 / 6.380

---

Ordering by calculated energy gives the sequence arrangement one, arrangement two, with the first entry being the most stable.

---

Arrangement one

# C5H8N2O2

The molecule C5H8N2O2 (the ωB97M-V functional and the def2-TZVPD basis, the Open Molecules 2025 dataset).

```
17
Properties=species:S:1:pos:R:3:lowdin_charge:R:1
C 0.4719 1.2449 0.4279 -0.1379
N 0.0503 0.1020 -0.1576 -0.2848
C 1.0623 -0.5055 -1.0300 -0.1112
C 1.1375 0.2816 -2.4099 -0.1572
N 1.0585 0.9569 -3.3416 0.1238
C -0.2592 -0.8293 0.8362 -0.1305
C -1.7477 -0.5680 1.3683 -0.5452
O -2.1480 -0.7322 2.4549 0.1480
O -2.4890 -0.2331 0.3420 0.0889
H 1.5002 1.1178 0.8652 0.1105
H 0.5526 2.1426 -0.2015 0.1003
H -0.1415 1.6909 1.2960 0.1396
H 2.0516 -0.3209 -0.6844 0.1010
H 0.7203 -1.5350 -1.2635 0.1332
H -0.2532 -1.8076 0.4457 0.1123
H 0.4103 -0.8372 1.6385 0.1154
H -1.9769 -0.1678 -0.5862 0.1938
```

Properties
Total charge: 0
HOMO level, eV: -10.113
SMILES: CN(CC#N)CC(=O)O
HOMO-LUMO gap, eV: 10.497

---

Arrangement two

# C5H8N2O2

The molecule C5H8N2O2 (the ωB97M-V functional and the def2-TZVPD basis, the Open Molecules 2025 dataset).

```
17
Properties=species:S:1:pos:R:3:lowdin_charge:R:1
H 1.5625 -2.6033 0.6119 0.0646
N 0.6888 -2.4662 0.0977 0.1432
C 0.1382 -1.3581 0.3731 -0.2531
C 1.2328 0.0642 0.5645 -0.3956
C 1.9130 0.3911 -0.7457 -0.0294
O 1.7152 0.3147 1.6456 0.0453
C -1.1024 -0.7232 0.2374 -0.2938
O -2.2374 -1.3593 -0.2050 0.0617
C -0.9861 0.6616 0.4474 -0.1376
N -1.8164 1.5545 -0.1997 0.0919
H 2.9920 0.2586 -0.6444 0.0862
H 1.5669 -0.2235 -1.5759 0.0799
H 1.7169 1.4412 -0.9763 0.0818
H -3.0021 -0.8683 0.1321 0.1100
H -0.6608 1.0434 1.4111 0.1406
H -2.0580 1.3360 -1.1578 0.1061
H -1.6632 2.5368 -0.0159 0.0980
```

Properties
Total charge: 0
HOMO level, eV: -8.063
SMILES: [H]/N=C(C(C)=O)/C(O)=C/N
HOMO-LUMO gap, eV: 7.938

---

Ordering by calculated energy gives the sequence arrangement one, arrangement two, with the first entry being the most stable.

---

Arrangement one

# C5H10N2S

A cluster of 2 separate species, C5H10N2S in total (the ωB97M-V functional and the def2-TZVPD basis, the Open Molecules 2025 dataset).

```
18
Properties=species:S:1:pos:R:3:lowdin_charge:R:1
C 1.7110 -2.0941 0.2877 -0.1199
C 0.6414 -1.1894 -0.3628 -0.2910
C 0.1828 0.1076 0.3041 -0.1716
C 0.1942 1.2416 -0.4079 -0.2109
N -0.2450 2.5050 0.0916 0.0192
H 1.3428 -2.4139 1.1854 0.0312
H 1.9904 -2.8913 -0.3119 0.0376
H 2.7268 -1.4947 0.3255 0.1148
H 1.2089 -1.0497 -1.3735 0.1313
H -0.1224 -1.9238 -0.4710 0.0372
H -0.0211 -0.1287 1.3755 0.1286
H 0.6376 1.0504 -1.4428 0.1395
H -0.1150 3.1699 -0.6456 0.0845
H 0.0889 2.7351 1.0061 0.0932
N -2.7788 1.3560 0.0602 0.1007
C -2.5235 0.1934 0.0191 -0.9112
S -2.7799 -1.3449 0.0292 0.7021
H -2.1391 2.1716 0.3314 0.0845
```

Properties
Total charge: 0
HOMO level, eV: -8.692
SMILES: CC/C=C/N.N=C=S
HOMO-LUMO gap, eV: 9.483

---

Arrangement two

# C5H10N2S

A structure of composition C5H10N2S (the ωB97M-V functional and the def2-TZVPD basis, the Open Molecules 2025 dataset).

```
18
Properties=species:S:1:pos:R:3:lowdin_charge:R:1
C 0.5636 3.0162 1.2110 -0.2612
C 0.9846 2.7512 -0.0826 -0.7723
C 0.4394 0.1253 0.2170 -0.5015
C -0.4624 -3.2229 0.3588 -0.1967
C -1.6828 -3.2235 -0.5953 -0.1008
H 1.8955 2.9919 2.0004 0.1878
H -0.2048 4.1603 1.3187 0.1587
H -0.2328 1.9300 1.3959 0.1060
H 2.0191 2.5746 -0.0662 0.0455
H 0.9097 3.6503 -0.6894 0.0771
H 1.4889 0.3622 0.7202 0.1270
H 0.1476 -4.1391 0.5817 0.1109
H -1.4278 -3.7707 -1.5368 0.0720
H -2.1323 -2.1124 -0.8021 0.1136
H -2.5055 -3.8680 -0.2608 0.0455
N -0.1564 -0.9749 0.0346 -0.0887
N 0.3454 -2.2350 0.4604 -0.0175
S -0.0209 1.5007 -0.7987 0.8946
```

Properties
Total charge: 0
HOMO level, eV: -8.717
HOMO-LUMO gap, eV: 9.087

---

Arrangement three

# C5H10N2S

The molecule C5H10N2S (the ωB97M-V functional and the def2-TZVPD basis, the Open Molecules 2025 dataset).

```
18
Properties=species:S:1:pos:R:3:lowdin_charge:R:1
C -0.7657 -0.1788 -2.2720 -0.1500
N 0.5210 -0.9474 -2.0139 -0.1167
C 0.3442 -1.2201 -0.6974 -0.4229
C -0.2279 -0.2255 0.3118 -0.7386
S -1.1344 -0.8560 1.5380 0.7153
N 0.3092 1.0994 0.2084 -0.1661
C 1.6021 1.2965 0.4121 -0.1487
C 0.4692 1.9566 1.2909 -0.0963
H -1.7925 -0.8006 -1.8419 0.1521
H -0.9824 0.7618 -1.8062 0.0312
H -0.9941 0.0053 -3.4204 0.0990
H 1.4825 -0.5121 -2.5102 0.2010
H 1.3035 -1.7454 -0.2417 0.1689
H -0.2563 -2.0342 -0.6448 0.0465
H 2.2616 2.0359 -0.0890 0.1076
H 2.3596 0.6237 0.8145 0.1151
H 0.0003 2.9856 1.2176 0.1288
H 0.4260 1.5406 2.2816 0.0738
```

Properties
Total charge: 0
HOMO level, eV: -8.683
SMILES: CNCC(=S)N1CC1
HOMO-LUMO gap, eV: 8.746

---

Arrangement four

# C5H10N2S

The molecule C5H10N2S (the ωB97M-V functional and the def2-TZVPD basis, the Open Molecules 2025 dataset).

```
18
Properties=species:S:1:pos:R:3:lowdin_charge:R:1
C -0.8646 -1.6577 -0.3728 0.0522
C -0.1829 -0.5437 -0.1649 -0.1772
C 0.0441 0.6636 -1.0303 -0.4292
C -1.2540 1.4688 -1.3425 -0.0584
N 0.9970 1.5186 -0.3492 -0.3400
S 0.7529 1.5096 1.3187 0.8684
N 0.2047 -0.0708 1.4656 -0.4485
C 1.1120 -1.0611 1.9693 -0.2109
H -1.2131 -2.3498 0.4147 0.0820
H -1.1521 -1.9558 -1.3314 0.0456
H 0.3811 0.3827 -1.9709 0.1202
H -2.0570 1.7064 -0.5176 0.1135
H -1.7718 0.8810 -2.1283 0.0791
H -0.9451 2.4746 -1.5759 0.0599
H 1.8838 1.1250 -0.4780 0.0340
H 2.0200 -1.1399 1.3625 0.0703
H 1.4128 -0.9015 2.9769 0.0603
H 0.6322 -2.0499 1.7540 0.0787
```

Properties
Total charge: 0
HOMO level, eV: -7.972
SMILES: C=C1[C@@H](C)NSN1C
HOMO-LUMO gap, eV: 8.838

---

Ordering by calculated energy gives the sequence arrangement one, arrangement four, arrangement three, arrangement two, with the first entry being the most stable.